(1)
Computed, not measured: a cluster of 3 separate species, C19H39FN3O4 in total, with wB97M-V/def2-TZVPD.

Results
Kohn-Sham gap	0.3165	hartree
lowest unoccupied orbital energy	-3.65	eV
HOMO	-12.26	eV

```
! RIJCOSX wB97M-V def2-TZVPD def2/J DEFGRID3
* xyz 1 1
C 1.735 -0.321 2.249
C 1.924 0.508 1.365
N 2.246 1.710 0.655
C 1.151 2.438 0.035
N 0.457 3.420 0.546
C 0.682 3.941 1.946
C 1.939 4.941 1.865
C 3.198 4.316 2.617
O 1.583 6.255 2.329
N 1.058 1.861 -1.290
C -0.228 1.209 -1.682
O -1.339 1.575 -0.865
C -2.027 0.424 -0.310
C -2.668 0.697 1.123
C -1.634 1.248 2.209
C 2.322 1.261 -1.743
F 2.397 -0.136 -1.979
C 3.234 1.536 -0.441
C 4.364 0.502 -0.055
H 1.410 -1.042 3.048
H -0.261 3.830 -0.061
H -0.277 4.496 2.211
H 0.861 3.042 2.605
H 2.239 5.051 0.768
H 4.035 5.086 2.579
H 2.906 4.033 3.674
H 3.590 3.400 2.075
H 2.008 6.870 1.697
H -0.081 0.093 -1.786
H -0.474 1.591 -2.735
H -1.401 -0.512 -0.214
H -2.897 0.193 -1.016
H -3.545 1.407 1.107
H -3.059 -0.299 1.509
H -1.611 0.505 3.077
H -0.573 1.320 1.834
H -1.913 2.258 2.634
H 2.822 1.785 -2.611
H 3.735 2.547 -0.561
H 4.700 0.644 1.027
H 4.068 -0.582 -0.149
H 5.285 0.697 -0.701
C -3.504 -1.483 -4.026
C -4.181 -2.478 -3.095
C -5.456 -3.032 -3.710
O -4.490 -1.836 -1.857
H -4.159 -0.629 -4.227
H -2.595 -1.084 -3.567
H -3.239 -1.950 -4.977
H -3.494 -3.298 -2.872
H -6.177 -2.231 -3.900
H -5.937 -3.736 -3.027
H -5.249 -3.545 -4.652
H -5.098 -1.108 -2.043
C 0.236 -5.694 1.707
C 0.683 -4.315 1.250
C 1.554 -4.399 0.006
O 1.415 -3.680 2.300
H 1.098 -6.319 1.962
H -0.378 -5.620 2.607
H -0.342 -6.199 0.929
H -0.193 -3.694 1.044
H 2.461 -4.979 0.203
H 1.877 -3.401 -0.305
H 1.015 -4.865 -0.822
H 2.193 -4.221 2.490
*
```

***

(2)
Computed, not measured: a structure of composition C19H39MnN8O6, with wB97M-V/def2-TZVPD.

Results
Kohn-Sham gap (alpha / beta)	0.3536 / 0.3305	hartree
lowest unoccupied orbital energy (alpha / beta)	-1.90 / -1.96	eV
HOMO (alpha / beta)	-11.52 / -10.95	eV
<S²>	0.774
relative energy (zero: lowest compared OMol25 entry of this formula, charge and spin)	0.0075	eV

```
! RIJCOSX wB97M-V def2-TZVPD def2/J DEFGRID3
* xyz 1 2
Mn 0.140 -0.395 1.643
C 3.158 0.409 -1.795
O 2.665 1.250 -0.755
C 3.523 1.221 0.368
C 3.226 0.055 1.286
O 2.018 0.316 2.033
C 2.223 0.766 3.374
C 0.952 1.442 3.829
O -0.156 0.613 3.441
C -1.423 1.243 3.663
H 3.360 -0.600 -1.433
H 4.066 0.840 -2.228
H 2.389 0.342 -2.560
H 3.386 2.158 0.912
H 4.571 1.167 0.047
H 4.042 -0.094 1.997
H 3.066 -0.862 0.717
H 3.034 1.498 3.404
H 2.478 -0.090 4.001
H 0.841 2.412 3.347
H 0.954 1.563 4.916
H -1.566 1.416 4.731
H -2.184 0.567 3.284
H -1.468 2.193 3.127
N 0.856 -2.082 4.091
N 0.514 -2.162 2.700
H 0.757 -2.990 4.532
H 0.200 -1.443 4.522
H -0.283 -2.777 2.545
H 1.304 -2.575 2.212
C -2.259 -4.528 0.865
C -3.031 -3.503 0.046
C -2.137 -2.564 -0.785
C -3.027 -1.610 -1.618
C -2.270 -0.836 -2.690
C -1.310 -3.399 -1.751
O -1.820 -4.175 -2.521
N 0.059 -3.222 -1.722
C 0.783 -2.420 -0.846
O 1.996 -2.443 -0.849
N 0.058 -1.643 0.020
C -1.263 -1.747 0.132
O -1.737 -1.095 1.102
H -2.940 -5.154 1.440
H -1.581 -4.050 1.577
H -1.668 -5.187 0.227
H -3.651 -2.880 0.693
H -3.689 -4.017 -0.654
H -3.515 -0.931 -0.917
H -3.800 -2.223 -2.082
H -1.423 -0.294 -2.268
H -2.930 -0.110 -3.167
H -1.904 -1.504 -3.472
H 0.605 -3.801 -2.346
C 0.194 2.006 -3.661
C -0.453 3.334 -3.287
C 0.599 4.398 -2.991
C -1.442 3.158 -2.133
N -0.804 2.698 -0.895
C -0.113 3.378 0.030
N 0.276 2.549 0.963
N -0.198 1.353 0.580
N -0.840 1.425 -0.530
H 0.879 2.139 -4.499
H -0.549 1.260 -3.944
H 0.771 1.616 -2.820
H -1.067 3.677 -4.125
H 1.300 4.058 -2.225
H 0.149 5.339 -2.666
H 1.184 4.605 -3.887
H -2.191 2.406 -2.373
H -1.949 4.094 -1.900
H 0.072 4.438 -0.003
*
```

***

(3)
Computed, not measured: a structure of composition C19H40AuNP3S, with wB97M-V/def2-TZVPD.

Results
Kohn-Sham gap (alpha / beta)	0.2939 / 0.1813	hartree
lowest unoccupied orbital energy (alpha / beta)	-9.27 / -12.32	eV
HOMO (alpha / beta)	-17.27 / -17.25	eV
<S²>	2.025
relative energy (zero: lowest compared OMol25 entry of this formula, charge and spin)	0.4496	eV

```
! RIJCOSX wB97M-V def2-TZVPD def2/J DEFGRID3
* xyz 3 3
Au 0.176 -0.759 0.001
P -0.626 -1.201 2.181
P 1.949 0.752 0.654
P 0.703 -2.475 -1.499
H -0.879 2.988 1.294
C -1.461 2.831 0.379
C -2.365 1.830 0.314
H -2.705 1.270 1.211
C -1.302 -0.075 3.428
C 0.713 -2.022 3.103
C -1.923 -2.439 1.952
C 2.556 2.103 -0.396
C 1.745 1.477 2.297
C 3.303 -0.445 0.839
C -0.651 -3.212 -2.394
C 1.373 -3.552 -0.189
C 1.952 -2.010 -2.703
H -1.224 3.514 -0.437
H -2.828 1.508 -0.627
H -2.239 0.392 3.099
H -0.592 0.714 3.710
H -1.514 -0.662 4.336
H 1.445 -1.293 3.470
H 1.228 -2.769 2.493
H 0.255 -2.518 3.965
H -2.785 -1.968 1.463
H -2.224 -2.836 2.928
H -1.567 -3.255 1.316
H 3.576 2.396 -0.107
H 1.898 2.979 -0.309
H 2.569 1.817 -1.455
H 2.618 2.068 2.609
H 1.573 0.718 3.066
H 0.882 2.154 2.295
H 4.230 0.031 1.177
H 3.461 -0.950 -0.122
H 3.022 -1.211 1.571
H -0.200 -3.974 -3.038
H -1.167 -2.457 -3.002
H -1.379 -3.667 -1.715
H 1.808 -4.455 -0.626
H 0.564 -3.823 0.516
H 2.144 -2.993 0.378
H 1.757 -2.605 -3.602
H 2.940 -2.248 -2.292
H 1.920 -0.947 -2.981
C -0.650 0.678 -3.816
C -0.017 0.872 -5.077
C -0.795 0.800 -6.230
C -2.182 0.602 -6.141
C -2.797 0.408 -4.897
C -2.043 0.476 -3.723
S 0.260 0.873 -2.341
H -0.541 -0.088 -1.454
H 1.045 1.132 -5.145
H -0.311 0.950 -7.196
H -2.796 0.617 -7.038
H -3.867 0.184 -4.854
H -2.547 0.439 -2.750
C -0.982 4.027 5.819
C -0.785 3.611 4.447
N -0.619 3.308 3.341
H -0.221 3.556 6.455
H -1.979 3.712 6.163
H -0.901 5.122 5.884
*
```

***

(4)
Computed, not measured: a structure of composition C19H40BClF3N2O3PSi2, with wB97M-V/def2-TZVPD.

Results
Kohn-Sham gap	0.2769	hartree
lowest unoccupied orbital energy	-0.05	eV
HOMO	-7.58	eV

```
! RIJCOSX wB97M-V def2-TZVPD def2/J DEFGRID3
* xyz 0 1
C 4.633 -1.579 1.761
C 3.731 -2.340 2.880
C 2.189 -2.041 2.566
C 1.158 -3.000 3.323
C -0.390 -2.756 2.884
C -0.858 -1.231 3.063
C -1.403 -0.548 1.691
C -0.214 0.311 1.038
Si -0.660 1.256 -0.569
O -1.085 0.256 -1.929
Si -0.037 -1.089 -2.165
C -0.332 -2.553 -0.958
C 0.284 -3.941 -1.453
N 0.873 -4.707 -0.549
C -0.469 -1.781 -3.933
C -1.873 -1.108 -4.359
O -2.942 -1.679 -4.100
Cl -1.925 0.541 -5.198
C 1.839 -0.672 -2.219
F 2.447 -0.437 -0.972
F 2.493 -1.844 -2.751
F 2.127 0.355 -3.179
B 0.777 2.563 -0.968
O 2.084 2.535 -0.337
N 0.429 3.607 -1.983
C 0.522 3.096 -3.382
C 1.328 4.800 -1.906
P -2.467 2.527 -0.181
C -4.059 1.623 -0.661
C -4.383 0.290 0.169
C -2.486 3.149 1.605
C -1.169 4.032 1.868
H 4.530 -0.441 1.840
H 5.744 -1.839 1.870
H 4.332 -1.869 0.699
H 4.031 -1.859 3.876
H 4.021 -3.440 2.821
H 1.957 -0.971 2.900
H 2.052 -2.130 1.437
H 1.447 -4.103 3.157
H 1.189 -2.830 4.453
H -0.626 -3.209 1.862
H -1.005 -3.372 3.642
H -0.072 -0.565 3.572
H -1.760 -1.229 3.784
H -1.869 -1.325 1.006
H -2.193 0.215 2.039
H 0.058 1.120 1.820
H 0.703 -0.366 0.966
H -1.455 -2.665 -0.751
H 0.164 -2.324 0.046
H 0.264 -4.320 -2.532
H 1.197 -5.546 -1.079
H -0.534 -2.912 -3.961
H 0.308 -1.329 -4.635
H 2.065 2.911 0.567
H 1.607 3.145 -3.780
H -0.154 3.735 -4.048
H 0.188 2.015 -3.518
H 1.105 5.581 -2.723
H 2.406 4.446 -2.095
H 1.202 5.251 -0.853
H -4.005 1.335 -1.777
H -4.947 2.335 -0.565
H -4.324 0.498 1.292
H -3.725 -0.600 -0.147
H -5.463 -0.012 -0.072
H -3.375 3.883 1.681
H -2.680 2.351 2.398
H -1.039 4.824 1.042
H -1.253 4.613 2.854
H -0.249 3.363 1.814
*
```

***

(5)
Computed, not measured: a cluster of 5 separate species, C19H40F2NO8S6Si in total, with wB97M-V/def2-TZVPD.

Results
Kohn-Sham gap	0.2705	hartree
lowest unoccupied orbital energy	1.69	eV
HOMO	-5.67	eV

```
! RIJCOSX wB97M-V def2-TZVPD def2/J DEFGRID3
* xyz -1 1
C -3.272 0.522 3.664
Si -1.547 -0.040 2.963
C -0.653 -1.106 4.271
C -0.631 1.564 2.452
C 0.905 1.662 2.906
C 1.980 1.434 1.753
F 1.462 1.377 0.433
F 2.881 2.569 1.773
S 3.092 -0.066 2.018
O 2.736 -1.205 1.081
O 4.502 0.381 1.621
N 3.146 -0.560 3.651
S 4.485 -1.576 3.976
O 3.976 -2.625 4.963
O 5.047 -2.304 2.787
C -1.954 -1.154 1.453
C -0.843 -1.345 0.392
C -0.997 -2.164 -0.908
C -2.357 -2.854 -1.166
C -3.462 -2.707 -0.087
C -3.309 -1.873 1.218
H -3.108 1.223 4.570
H -3.839 1.173 2.892
H -3.946 -0.354 3.942
H 0.346 -1.455 3.808
H -0.373 -0.529 5.222
H -1.224 -2.080 4.523
H -1.180 2.431 2.990
H -0.822 1.724 1.339
H 1.107 1.001 3.833
H 1.066 2.742 3.287
H 5.415 -0.822 4.684
H 0.167 -0.845 0.579
H -0.102 -2.192 -1.624
H -2.467 -3.436 -2.142
H -4.450 -3.258 -0.309
H -4.158 -1.788 1.988
C -3.364 -3.718 -6.669
S -4.290 -2.967 -5.313
O -3.300 -2.331 -4.394
C -4.813 -4.520 -4.556
H -2.911 -2.921 -7.260
H -2.579 -4.365 -6.273
H -4.043 -4.294 -7.300
H -3.940 -5.118 -4.287
H -5.447 -5.071 -5.252
H -5.383 -4.288 -3.655
C 7.059 1.098 2.491
S 8.496 0.963 3.573
O 8.090 0.143 4.757
C 8.510 2.693 4.091
H 6.841 0.112 2.081
H 6.197 1.452 3.058
H 7.280 1.788 1.674
H 7.559 2.949 4.561
H 8.686 3.332 3.224
H 9.318 2.830 4.811
C -4.618 1.358 -2.368
S -3.188 1.220 -1.276
O -3.604 0.409 -0.090
C -3.166 2.953 -0.770
H -4.838 0.370 -2.773
H -5.482 1.722 -1.808
H -4.387 2.041 -3.187
H -4.119 3.219 -0.306
H -2.981 3.585 -1.640
H -2.362 3.090 -0.046
C -0.009 2.226 -5.902
S -0.481 1.448 -4.342
O -1.593 2.258 -3.756
C 1.028 1.874 -3.449
H -0.834 2.113 -6.607
H 0.190 3.288 -5.744
H 0.878 1.733 -6.302
H 1.163 2.957 -3.441
H 1.883 1.391 -3.926
H 0.935 1.513 -2.424
*
```

***

(6)
Computed, not measured: a cluster of 3 separate species, C19H40FN6 in total, with wB97M-V/def2-TZVPD.

Results
Kohn-Sham gap	0.3170	hartree
lowest unoccupied orbital energy	-4.11	eV
HOMO	-12.74	eV
relative energy (zero: lowest compared OMol25 entry of this formula, charge and spin)	3.5620	eV

```
! RIJCOSX wB97M-V def2-TZVPD def2/J DEFGRID3
* xyz 1 1
C 1.426 -2.279 0.919
C 1.042 -3.720 0.360
N 1.999 -4.398 -0.265
C -0.372 -4.452 0.515
N -1.480 -3.880 -0.303
C -2.854 -3.634 0.169
N -3.303 -3.883 1.425
N -3.695 -3.096 -0.870
C -2.855 -3.029 -2.045
F -3.171 -2.614 -3.337
N -1.562 -3.512 -1.598
C -0.455 -3.559 -2.608
C 0.321 -2.129 -2.509
N 1.102 -1.655 -3.456
H 1.820 -1.678 0.014
H 0.579 -1.721 1.437
H 2.349 -2.413 1.599
H 1.578 -5.308 -0.559
H -0.334 -5.588 0.346
H -0.688 -4.325 1.619
H -3.416 -4.863 1.728
H -3.512 -3.109 2.069
H -0.801 -3.717 -3.681
H 0.313 -4.337 -2.291
H 0.166 -1.496 -1.562
H 1.426 -0.718 -3.106
C -2.039 0.276 0.721
C -3.079 0.381 1.829
C -2.885 1.603 2.726
C -1.566 1.641 3.504
C -1.310 0.438 4.414
C -2.342 0.289 5.524
H -1.030 0.152 1.123
H -2.249 -0.592 0.087
H -2.055 1.166 0.088
H -3.075 -0.538 2.426
H -4.071 0.443 1.369
H -3.723 1.660 3.428
H -2.947 2.508 2.111
H -1.549 2.554 4.110
H -0.731 1.733 2.802
H -0.322 0.556 4.873
H -1.267 -0.485 3.826
H -2.372 1.185 6.150
H -2.087 -0.560 6.163
H -3.343 0.113 5.124
C 1.574 1.982 -0.988
C 2.684 1.978 -2.023
C 3.792 2.992 -1.736
C 3.353 4.459 -1.734
C 2.697 4.947 -3.027
C 3.622 4.882 -4.235
H 1.048 2.938 -0.956
H 0.839 1.208 -1.234
H 1.969 1.770 0.009
H 2.258 2.150 -3.017
H 3.130 0.977 -2.048
H 4.593 2.853 -2.469
H 4.236 2.765 -0.760
H 4.230 5.082 -1.525
H 2.659 4.631 -0.903
H 2.384 5.986 -2.885
H 1.785 4.377 -3.233
H 4.523 5.480 -4.068
H 3.115 5.278 -5.119
H 3.925 3.857 -4.459
*
```